Entry P
This record from the Open Molecules 2025 dataset describes one molecule with the formula BH3O. The level of theory is ωB97M-V/def2-TZVPD.

Last column: natural (NBO) charge in e.
CARTESIAN COORDINATES (ANGSTROEM)
B -0.06 0.10 -0.49  0.610
O 0.00 -0.68 0.57  -0.855
H -0.24 1.18 -0.42  -0.132
H 0.46 -0.35 -1.33  -0.118
H -0.15 -0.24 1.67  0.495

Total charge: 0
Gap between HOMO and LUMO, eV: 11.323



Entry Q
This record from the Open Molecules 2025 dataset describes one molecule with the formula BH3O. The level of theory is ωB97M-V/def2-TZVPD.

Last column: natural (NBO) charge in e.
CARTESIAN COORDINATES (ANGSTROEM)
B 0.36 -0.32 -0.01  0.738
O -1.46 -0.19 0.01  -0.939
H 0.96 0.67 -0.04  -0.129
H 0.77 -1.37 0.03  -0.127
H -1.75 0.66 0.10  0.457

Total charge: 0
Gap between HOMO and LUMO, eV: 10.995



Name the least stable of them. entry Q.



Entry P
This record from the Open Molecules 2025 dataset describes one molecule with the formula CH3N5. The level of theory is ωB97M-V/def2-TZVPD.

Last column: natural (NBO) charge in e.
CARTESIAN COORDINATES (ANGSTROEM)
C -0.22 0.36 0.24  0.467
H 1.60 0.29 0.90  0.393
H 0.44 0.66 2.23  0.417
H 1.08 -0.19 -1.65  0.433
N 0.73 0.74 1.22  -0.836
N -1.41 -0.10 0.30  -0.324
N -1.73 -0.77 -0.73  -0.070
N -0.76 -0.72 -1.58  -0.075
N 0.28 -0.28 -0.94  -0.405

Total charge: 0
Gap between HOMO and LUMO, eV: 9.800



Entry Q
This record from the Open Molecules 2025 dataset describes one molecule with the formula CH3N5. The level of theory is ωB97M-V/def2-TZVPD.

Last column: natural (NBO) charge in e.
CARTESIAN COORDINATES (ANGSTROEM)
N 0.89 0.93 1.33  -0.887
C 0.38 0.43 0.25  0.474
N 0.21 0.56 -1.10  -0.354
N -0.63 -0.45 -1.36  -0.111
N -1.02 -1.20 -0.38  0.013
N -0.35 -0.67 0.62  -0.410
H 1.63 1.60 1.29  0.367
H -0.13 -0.58 1.66  0.487
H -0.97 -0.62 -2.30  0.422

Total charge: 0
Gap between HOMO and LUMO, eV: 8.785



Name the least stable of them. entry Q.



Entry P
This record from the Open Molecules 2025 dataset describes one molecule with the formula C2H2OS. The level of theory is ωB97M-V/def2-TZVPD.

Last column: natural (NBO) charge in e.
CARTESIAN COORDINATES (ANGSTROEM)
C 0.76 0.49 -0.12  0.398
C -0.65 -0.01 0.10  -0.425
O 1.59 -0.17 0.30  -0.424
S -1.27 -1.17 1.15  0.106
H -1.15 -0.46 -0.77  0.227
H 0.72 1.31 -0.67  0.118

Total charge: 0
Gap between HOMO and LUMO, eV: 7.397



Entry Q
This record from the Open Molecules 2025 dataset describes a 2-piece molecular cluster, C2H2OS overall. The level of theory is ωB97M-V/def2-TZVPD.

Last column: natural (NBO) charge in e.
CARTESIAN COORDINATES (ANGSTROEM)
C 0.96 0.38 0.89  -0.162
C 1.32 1.23 0.10  -0.317
O -0.88 0.68 -2.02  -0.415
S 2.07 1.97 -1.12  0.239
H 0.78 -0.20 1.79  0.243
H -1.57 0.91 -1.30  0.411

Total charge: 0
Gap between HOMO and LUMO (alpha / beta), eV: 6.380 / 7.407



Entry R
This record from the Open Molecules 2025 dataset describes a 2-piece molecular cluster, C2H2OS overall. The level of theory is ωB97M-V/def2-TZVPD.

Last column: natural (NBO) charge in e.
CARTESIAN COORDINATES (ANGSTROEM)
C 0.48 -0.40 0.29  -0.324
C 1.48 -0.98 0.91  -0.370
O 2.86 -0.99 2.94  -0.907
S 2.60 -1.80 1.78  1.183
H 0.78 0.29 -0.40  0.196
H -1.10 -0.25 0.17  0.220

Total charge: 0
Gap between HOMO and LUMO (alpha / beta), eV: 8.180 / 8.180



Name the least stable of them. entry Q.



Entry P
This record from the Open Molecules 2025 dataset describes a 9-piece molecular cluster, C27H72O9 overall. The level of theory is ωB97M-V/def2-TZVPD.

Last column: Mulliken charge in e.
CARTESIAN COORDINATES (ANGSTROEM)
C -5.09 -3.47 -0.50  -1.359
C -3.88 -3.16 0.36  0.634
C -2.64 -2.74 -0.42  -1.041
O -4.22 -2.17 1.34  -0.507
H -4.81 -4.05 -1.38  0.399
H -5.56 -2.55 -0.84  0.180
H -5.83 -4.03 0.07  0.353
H -3.63 -4.04 0.97  0.381
H -1.96 -2.31 0.33  0.053
H -2.85 -1.96 -1.16  0.188
H -2.14 -3.57 -0.91  0.524
H -4.35 -1.31 0.91  0.089
C 1.24 -1.26 4.49  -0.934
C 2.46 -1.54 3.63  0.566
C 3.34 -2.65 4.19  -1.532
O 2.06 -1.89 2.28  -0.588
H 0.57 -0.65 3.87  -0.096
H 1.51 -0.72 5.39  0.415
H 0.71 -2.18 4.77  0.483
H 3.00 -0.61 3.45  0.222
H 3.74 -2.38 5.17  0.384
H 4.16 -2.88 3.52  0.377
H 2.72 -3.54 4.32  0.362
H 1.51 -2.69 2.32  0.277
C -3.65 1.34 1.08  -0.870
C -4.38 1.39 -0.24  0.585
C -3.45 1.82 -1.36  -1.209
O -4.90 0.08 -0.48  -0.483
H -2.98 0.48 1.12  -0.291
H -4.39 1.21 1.88  0.407
H -3.06 2.23 1.31  0.486
H -5.20 2.11 -0.17  0.353
H -3.83 1.67 -2.38  0.415
H -2.53 1.24 -1.34  0.094
H -3.23 2.88 -1.26  0.391
H -5.48 0.11 -1.25  0.284
C -1.12 -1.10 -5.34  -0.837
C -0.44 -2.31 -5.97  0.406
C 0.58 -2.86 -4.99  -0.864
O -1.39 -3.34 -6.23  -0.566
H -0.36 -0.35 -5.09  0.117
H -1.51 -1.43 -4.37  0.134
H -1.89 -0.65 -5.95  0.420
H 0.05 -2.04 -6.91  0.225
H 0.11 -3.15 -4.05  0.226
H 1.21 -1.98 -4.78  0.086
H 1.23 -3.63 -5.39  0.370
H -2.05 -3.02 -6.86  0.305
C -0.29 0.03 0.31  -0.653
C 0.91 -0.54 -0.45  0.834
C 0.92 -0.03 -1.87  -1.433
O 2.12 -0.16 0.17  -0.481
H -1.22 -0.05 -0.26  -0.540
H -0.12 1.09 0.56  0.319
H -0.48 -0.39 1.30  0.386
H 0.77 -1.63 -0.44  0.117
H -0.03 -0.26 -2.35  0.273
H 1.69 -0.55 -2.45  0.329
H 1.08 1.04 -2.01  0.378
H 2.23 -0.64 1.01  0.246
C -4.25 -1.95 6.05  -1.594
C -3.99 -1.70 4.59  0.688
C -2.87 -0.68 4.37  -0.274
O -3.67 -2.93 3.96  -0.650
H -3.35 -2.31 6.55  0.339
H -4.99 -2.75 6.14  0.387
H -4.63 -1.07 6.57  0.376
H -4.91 -1.28 4.14  0.212
H -2.87 -0.31 3.34  -0.347
H -1.92 -1.20 4.52  0.055
H -2.92 0.18 5.03  0.425
H -3.86 -2.80 3.02  0.468
C 4.77 2.71 0.19  -1.526
C 4.68 2.54 -1.31  0.874
C 5.84 1.74 -1.89  -1.377
O 3.45 1.87 -1.65  -0.442
H 4.71 1.74 0.69  0.342
H 3.96 3.34 0.54  0.315
H 5.70 3.21 0.47  0.444
H 4.64 3.51 -1.82  0.363
H 5.97 0.77 -1.41  0.284
H 6.77 2.32 -1.85  0.413
H 5.64 1.56 -2.95  0.272
H 3.18 1.33 -0.90  0.015
C 3.01 0.97 -5.04  -0.953
C 3.39 2.44 -5.06  0.898
C 3.04 3.13 -6.37  -1.573
O 2.73 3.14 -4.02  -0.577
H 3.19 0.53 -4.07  0.253
H 3.61 0.39 -5.76  0.452
H 1.98 0.81 -5.40  0.145
H 4.48 2.52 -4.93  0.065
H 1.95 3.18 -6.45  0.361
H 3.38 2.53 -7.21  0.350
H 3.46 4.12 -6.41  0.388
H 2.99 2.73 -3.17  0.285
C -0.08 2.23 3.74  -0.649
C 1.24 2.71 4.26  0.726
C 1.95 3.60 3.26  -1.231
O 0.96 3.47 5.45  -0.572
H -0.59 1.52 4.39  0.234
H 0.00 1.69 2.80  -0.172
H -0.75 3.07 3.54  0.527
H 1.87 1.84 4.50  0.027
H 2.08 3.14 2.28  0.068
H 2.90 3.96 3.67  0.415
H 1.35 4.49 3.07  0.337
H 1.79 3.70 5.86  0.344

Total charge: 0
Gap between HOMO and LUMO, eV: 10.049



Entry Q
This record from the Open Molecules 2025 dataset describes a 9-piece molecular cluster, C27H72O9 overall. The level of theory is ωB97M-V/def2-TZVPD.

Last column: Mulliken charge in e.
CARTESIAN COORDINATES (ANGSTROEM)
C 2.72 -5.71 -8.00  -1.100
C 3.93 -4.89 -8.58  0.307
C 5.26 -5.62 -8.45  -1.185
O 3.78 -4.56 -9.96  -0.548
H 3.05 -6.01 -7.00  0.325
H 2.52 -6.64 -8.52  0.327
H 1.85 -5.05 -7.97  0.298
H 4.10 -4.02 -7.95  0.286
H 6.12 -5.36 -9.08  0.335
H 5.06 -6.64 -8.79  0.288
H 5.57 -5.60 -7.41  0.332
H 3.73 -5.36 -10.49  0.335
C 3.10 6.42 3.80  -1.182
C 3.50 7.19 5.07  0.466
C 2.36 8.18 5.48  -1.272
O 3.76 6.28 6.09  -0.539
H 2.93 7.19 3.05  0.338
H 2.15 5.88 3.79  0.316
H 3.84 5.75 3.36  0.345
H 4.41 7.77 4.91  0.183
H 1.37 7.72 5.51  0.315
H 2.36 9.12 4.92  0.369
H 2.51 8.57 6.48  0.338
H 4.58 5.82 5.89  0.323
C 7.42 -1.08 1.01  -1.143
C 8.79 -0.71 0.60  0.442
C 9.14 -1.19 -0.83  -1.352
O 8.92 0.69 0.69  -0.553
H 6.75 -0.42 0.45  0.296
H 7.38 -0.90 2.08  0.279
H 7.10 -2.09 0.74  0.350
H 9.55 -1.17 1.23  0.262
H 8.35 -0.94 -1.53  0.357
H 9.15 -2.28 -0.93  0.377
H 10.07 -0.78 -1.23  0.347
H 8.58 1.12 -0.11  0.339
C -2.09 0.01 -10.62  -1.273
C -2.16 1.29 -9.88  0.633
C -1.45 1.29 -8.50  -1.397
O -1.48 2.29 -10.56  -0.538
H -2.70 -0.72 -10.10  0.353
H -1.11 -0.46 -10.50  0.309
H -2.41 0.03 -11.66  0.328
H -3.19 1.64 -9.83  0.174
H -1.42 2.26 -8.00  0.419
H -0.44 0.89 -8.63  0.361
H -1.94 0.57 -7.84  0.326
H -1.27 2.94 -9.88  0.305
C -2.31 -2.73 -0.04  -1.235
C -1.07 -1.95 -0.52  0.516
C -0.19 -1.51 0.71  -1.247
O -0.21 -2.83 -1.20  -0.511
H -2.53 -3.26 -0.97  0.381
H -3.06 -2.03 0.33  0.338
H -2.19 -3.44 0.78  0.301
H -1.37 -1.09 -1.12  0.194
H -0.81 -1.14 1.53  0.319
H 0.61 -0.79 0.51  0.325
H 0.39 -2.34 1.13  0.333
H -0.73 -3.54 -1.58  0.285
C -0.10 0.07 9.98  -1.447
C 1.07 0.89 9.47  0.549
C 1.81 0.14 8.32  -1.175
O 0.51 2.07 9.02  -0.518
H -0.62 0.57 10.79  0.325
H 0.23 -0.91 10.32  0.392
H -0.89 -0.25 9.30  0.356
H 1.70 1.08 10.34  0.200
H 2.05 -0.86 8.67  0.337
H 2.69 0.72 8.05  0.340
H 1.18 0.11 7.44  0.325
H 1.30 2.55 8.75  0.317
C -4.17 5.95 -1.40  -1.240
C -5.00 6.20 -2.67  0.269
C -6.51 6.12 -2.38  -1.120
O -4.73 7.54 -3.07  -0.548
H -4.27 6.71 -0.62  0.388
H -3.12 5.91 -1.70  0.335
H -4.42 4.94 -1.07  0.327
H -4.69 5.47 -3.42  0.315
H -6.83 5.10 -2.18  0.343
H -7.10 6.57 -3.17  0.330
H -6.73 6.72 -1.49  0.257
H -4.65 8.05 -2.26  0.344
C -5.87 2.98 6.48  -1.217
C -5.59 4.51 6.67  0.403
C -6.96 5.36 6.41  -1.199
O -5.16 4.77 7.98  -0.558
H -6.22 2.35 7.30  0.326
H -4.92 2.52 6.20  0.328
H -6.57 2.81 5.66  0.313
H -4.74 4.85 6.08  0.307
H -7.68 4.95 5.70  0.345
H -6.64 6.39 6.21  0.296
H -7.48 5.43 7.36  0.329
H -4.24 4.49 7.94  0.326
C -1.57 -10.09 0.31  -1.267
C -2.19 -10.45 -0.98  0.458
C -2.66 -11.94 -1.12  -1.249
O -3.22 -9.61 -1.31  -0.539
H -1.10 -9.11 0.29  0.323
H -0.74 -10.75 0.55  0.340
H -2.23 -9.99 1.17  0.320
H -1.38 -10.33 -1.71  0.237
H -3.31 -12.19 -0.28  0.359
H -1.81 -12.60 -0.95  0.352
H -3.10 -12.07 -2.11  0.312
H -3.96 -9.85 -0.74  0.354

Total charge: 0
Gap between HOMO and LUMO, eV: 10.446



Name the least stable of them. entry Q.